1.
C2HNOS | the ωB97M-V functional and the def2-TZVPD basis

Last column: Mulliken charge in e.
CARTESIAN COORDINATES (ANGSTROEM)
S 0.8395 -0.7285 -1.1084  -0.3370
O -1.2618 -2.3539 0.9138  -0.1129
N 0.6429 1.8026 -0.0644  -0.3774
C -2.0594 -2.0068 0.1843  0.1146
C 0.7941 0.6428 -0.3715  0.3971
H 1.0447 2.6438 0.4462  0.3156

charge = 0
E_HOMO = -9.58 eV
LUMO = 0.02924 Eh
energy relative to the best compared isomer or geometry (same formula, charge and spin) = 12.4 kcal per mole
DFT total energy = -16461.9967 eV
F_max = 2.87 eV/Å

=====

2.
C2HNOS | the ωB97M-V functional and the def2-TZVPD basis

Last column: Mulliken charge in e.
CARTESIAN COORDINATES (ANGSTROEM)
S 1.2050 1.0756 -0.3504  -0.2251
O 0.2018 -1.2330 -0.8370  -0.3894
N -2.0704 -0.4772 1.3172  -0.3111
C -1.0589 -0.2633 0.7567  0.1815
C 0.0795 -0.1055 -0.1452  0.4114
H -0.5248 -1.7930 -0.5874  0.3327

charge = 0
E_HOMO = -9.90 eV
LUMO = -0.04949 Eh
energy relative to the best compared isomer or geometry (same formula, charge and spin) = 24.5 kcal per mole
DFT total energy = -16461.4721 eV
F_max = 3.16 eV/Å

=====

3.
C2HO2Ru | the ωB97M-V functional and the def2-TZVPD basis

Last column: Mulliken charge in e.
CARTESIAN COORDINATES (ANGSTROEM)
Ru 0.1885 1.8083 0.1786  1.2687
O -1.4972 0.6760 -0.2641  -0.3156
O 2.0654 -0.9187 -0.1495  0.0387
C 1.2814 -0.0607 -0.1757  0.2658
C -0.7980 -0.2431 0.1881  0.3354
H -1.2402 -1.2619 0.2226  0.4071

charge = +2
E_HOMO (spin up / spin down) = -20.53 / -23.18 eV
LUMO (spin up / spin down) = -0.46123 / -0.54280 Eh
energy relative to the best compared isomer or geometry (same formula, charge and spin) = 17.7 kcal per mole
DFT total energy = -8738.8199 eV
F_max = 6.01 eV/Å
multiplicity = 6

=====

4.
C2HO2S2 | the ωB97M-V functional and the def2-TZVPD basis

Last column: Mulliken charge in e.
CARTESIAN COORDINATES (ANGSTROEM)
S 1.1224 -2.0863 -1.0211  -0.2500
S 1.1086 -0.4919 0.2312  -0.2622
O -2.2570 -0.9098 1.0838  -0.4200
O -2.2660 -1.4279 -1.1483  -0.3686
C 0.0884 -2.0189 0.4461  -0.5897
C -2.1242 -1.2908 -0.0274  0.6910
H 0.6103 -2.6609 1.3315  0.1995

charge = -1
E_HOMO = -2.87 eV
LUMO = 0.13488 Eh
energy relative to the best compared isomer or geometry (same formula, charge and spin) = 37.8 kcal per mole
DFT total energy = -27855.3434 eV
F_max = 4.68 eV/Å

=====

5.
C2HO4S | the ωB97M-V functional and the def2-TZVPD basis

Last column: Mulliken charge in e.
CARTESIAN COORDINATES (ANGSTROEM)
S 1.8613 0.8800 0.4762  0.0485
O 1.0016 1.8065 -0.3283  -0.6225
O -1.7956 0.0637 -1.1754  -0.5239
O -0.4433 -2.2071 0.0708  -0.6030
O 1.0626 -0.7169 0.6814  -0.3978
C -0.9589 0.1556 -0.2446  0.0606
C -0.1049 -1.0329 0.1440  0.7372
H -0.6228 1.0512 0.3758  0.3009

charge = -1
E_HOMO = -2.70 eV
LUMO = 0.13886 Eh
energy relative to the best compared isomer or geometry (same formula, charge and spin) = 39.5 kcal per mole
DFT total energy = -21115.0030 eV
F_max = 3.91 eV/Å

=====

6.
C2HO4Tl | the ωB97M-V functional and the def2-TZVPD basis

Last column: Mulliken charge in e.
CARTESIAN COORDINATES (ANGSTROEM)
Tl -2.9451 0.2630 0.3154  1.4436
O 0.4672 1.2116 0.5370  -0.2892
O 3.3601 -2.1252 -1.4181  -0.0267
O -1.0055 -0.2113 0.3237  -0.3150
O -1.7395 1.8018 0.4347  -0.2038
C 2.3609 -1.7984 -1.0146  0.0738
C -0.7597 1.0620 0.7712  0.6976
H 0.2616 -0.2036 0.0508  0.6197

charge = +2
E_HOMO (spin up / spin down) = -19.67 / -19.61 eV
LUMO (spin up / spin down) = -0.60348 / -0.60412 Eh
energy relative to the best compared isomer or geometry (same formula, charge and spin) = 133.8 kcal per mole
DFT total energy = -14943.6804 eV
F_max = 7.11 eV/Å

=====

7.
C2I3N | the ωB97M-V functional and the def2-TZVPD basis

Last column: Mulliken charge in e.
CARTESIAN COORDINATES (ANGSTROEM)
I -1.4173 2.0211 1.2429  0.2151
I 2.1494 -0.0346 1.1932  0.4022
I -2.5411 -0.6740 -0.6791  0.0972
N 1.6143 -0.5986 -0.6423  -0.1953
C -1.0535 0.1582 0.6003  -0.3373
C 1.2483 -0.8721 -1.7150  -0.1819

charge = 0
E_HOMO = -8.76 eV
LUMO = -0.05956 Eh
energy relative to the best compared isomer or geometry (same formula, charge and spin) = 96.0 kcal per mole
DFT total energy = -27860.3315 eV
F_max = 1.58 eV/Å

=====

8.
C2LiO4Tl | the ωB97M-V functional and the def2-TZVPD basis

Last column: Mulliken charge in e.
CARTESIAN COORDINATES (ANGSTROEM)
Tl 1.4833 -3.9491 0.4451  0.3367
O 0.1083 0.8647 1.9821  -0.5298
O 0.8766 -2.3186 -0.9518  -0.3966
O 2.8442 -2.2621 -0.0782  -0.3922
O -1.6204 2.3140 2.4920  -0.2859
C 2.1546 -2.1485 -1.1928  -0.3199
C -0.7359 1.6275 2.2228  0.7091
Li 1.2255 -0.5450 1.0160  0.8787

charge = 0
E_HOMO = -6.17 eV
LUMO = -0.03348 Eh
energy relative to the best compared isomer or geometry (same formula, charge and spin) = 62.4 kcal per mole
DFT total energy = -15161.2915 eV
F_max = 2.70 eV/Å

=====

9.
C2N2S2 | the ωB97M-V functional and the def2-TZVPD basis

Last column: Mulliken charge in e.
CARTESIAN COORDINATES (ANGSTROEM)
S -0.7009 -1.5177 0.1771  -0.0754
S -2.0103 1.7316 0.2962  -0.1244
N 2.1166 -0.0632 0.6707  -0.2440
N 0.0961 -0.3736 -0.7718  -0.0240
C 1.5594 -0.2413 -0.2851  0.2367
C -1.0610 0.4643 -0.0870  0.2311

charge = 0
E_HOMO = -9.21 eV
LUMO = -0.06161 Eh
energy relative to the best compared isomer or geometry (same formula, charge and spin) = 104.3 kcal per mole
DFT total energy = -26718.6024 eV
F_max = 7.64 eV/Å

=====

> Number 5 is which compound?

C2HO4S